No. 1
The following is a DFT calculation (wB97M-V/def2-TZVPD) of the ion C29H28NO5S2 with charge -1 at a distorted geometry.

```
! RIJCOSX wB97M-V def2-TZVPD def2/J DEFGRID3
* xyz -1 1
C 4.479 -5.659 4.038
N 4.157 -4.773 2.941
C 5.215 -4.629 1.962
C 3.032 -4.007 2.905
C 2.824 -3.087 1.845
C 1.621 -2.403 1.732
C 0.579 -2.669 2.621
C -0.773 -1.989 2.470
C -1.575 -2.489 1.333
S -3.236 -1.979 1.125
C -3.509 -0.612 2.256
C -4.158 -0.873 3.463
C -4.308 0.154 4.391
C -3.839 1.436 4.097
C -3.281 1.706 2.845
C -3.156 0.689 1.902
O -3.399 -1.410 -0.199
O -4.101 -3.055 1.571
S -0.825 -3.358 -0.006
C -2.097 -3.867 -1.176
C -2.290 -3.138 -2.352
C -3.214 -3.577 -3.301
C -3.937 -4.755 -3.084
C -3.734 -5.490 -1.910
C -2.804 -5.057 -0.963
O 0.015 -2.439 -0.750
O -0.279 -4.605 0.493
C 0.805 -3.479 3.735
C 2.015 -4.138 3.891
H 3.599 -5.949 4.611
H 4.934 -6.560 3.612
H 5.211 -5.198 4.719
H 4.817 -4.637 0.941
H 5.787 -3.699 2.107
H 5.888 -5.481 2.093
H 3.576 -2.934 1.073
H 1.523 -1.635 0.968
H -1.393 -2.167 3.375
H -4.526 -1.879 3.659
H -4.794 -0.064 5.343
H -3.918 2.231 4.843
H -2.937 2.712 2.594
H -2.790 0.893 0.896
H -1.716 -2.228 -2.512
H -3.358 -2.987 -4.209
H -4.655 -5.100 -3.831
H -4.291 -6.412 -1.726
H -2.625 -5.624 -0.051
H 0.005 -3.578 4.465
H 2.142 -4.791 4.752
C 2.112 3.315 3.171
C 1.162 2.239 3.609
C 0.602 2.252 4.891
C -0.226 1.219 5.328
C -0.512 0.134 4.494
C -0.062 0.210 3.174
O -0.595 -0.593 2.190
C 0.813 1.206 2.743
H 2.218 3.303 2.081
H 1.757 4.302 3.487
H 3.105 3.163 3.612
H 0.833 3.092 5.552
H -0.674 1.241 6.321
H -1.159 -0.683 4.813
H 1.153 1.194 1.706
*
```

* energy relative to the best compared isomer or geometry (same formula, charge and spin): 0.0 kJ/mol
* SMILES: Cc1cccc(O[C@@H](C(S(=O)(=O)c2ccccc2)=[S@@](=O)([O-])c2ccccc2)c2ccc(N(C)C)cc2)c1
* LUMO: 2.701 eV
* electronic energy: -63924.4763 eV

=====

No. 2
The following is a DFT calculation (wB97M-V/def2-TZVPD) of a structure of composition C41H38CdN12O5S2 at a distorted geometry.

```
! RIJCOSX wB97M-V def2-TZVPD def2/J DEFGRID3
* xyz -2 1
Cd 0.607 1.081 -0.419
N -1.566 0.748 -0.656
C -2.200 -0.017 0.431
C -1.123 -0.511 1.476
O -1.572 -1.252 2.372
O 0.057 -0.123 1.300
H -1.990 1.651 -0.866
H -1.664 0.349 -1.596
H -2.727 -0.886 0.030
H -2.910 0.620 0.963
S 0.388 2.751 1.515
C -1.184 3.247 1.130
N -2.236 3.287 2.060
C -3.560 3.576 1.570
C -3.487 4.689 0.555
N -2.663 4.292 -0.554
C -3.140 4.597 -1.880
C -4.384 3.814 -2.250
C -4.368 2.422 -2.275
C -5.514 1.705 -2.581
C -6.698 2.373 -2.875
C -6.723 3.758 -2.867
C -5.570 4.472 -2.558
C -1.448 3.653 -0.279
S -0.272 3.280 -1.465
C -2.103 2.547 3.302
C -3.112 2.926 4.352
C -4.163 2.073 4.671
C -5.106 2.436 5.626
C -5.005 3.659 6.272
C -3.958 4.517 5.961
C -3.019 4.152 5.007
H -4.212 3.898 2.385
H -3.984 2.661 1.121
H -3.038 5.587 1.007
H -4.491 4.949 0.214
H -2.362 4.404 -2.621
H -3.355 5.675 -1.916
H -3.455 1.889 -2.051
H -5.485 0.622 -2.591
H -7.594 1.812 -3.114
H -7.642 4.284 -3.101
H -5.606 5.557 -2.552
H -1.102 2.700 3.706
H -2.181 1.472 3.077
H -4.252 1.116 4.170
H -5.920 1.761 5.865
H -5.739 3.943 7.017
H -3.874 5.473 6.465
H -2.206 4.828 4.767
C 6.166 0.236 0.457
N 4.747 0.106 0.637
C 3.775 0.265 -0.277
N 2.607 0.084 0.285
C 2.916 -0.156 1.584
N 4.208 -0.164 1.854
C 6.835 -0.986 -0.133
C 8.196 -0.923 -0.415
C 8.863 -2.015 -0.949
C 8.175 -3.186 -1.213
C 6.813 -3.271 -0.939
C 6.158 -2.169 -0.390
C 6.103 -4.510 -1.248
N 6.567 -5.629 -1.681
N 5.477 -6.466 -1.863
C 4.435 -5.789 -1.528
O 4.750 -4.532 -1.115
C 3.026 -6.175 -1.569
C 2.674 -7.413 -2.105
C 1.346 -7.785 -2.175
C 0.356 -6.925 -1.718
C 0.685 -5.684 -1.189
C -0.403 -4.774 -0.668
N -0.169 -3.395 -1.005
C 0.295 -2.420 -0.212
N 0.408 -1.295 -0.883
C -0.055 -1.650 -2.119
N -0.433 -2.910 -2.238
C 2.026 -5.329 -1.102
H 6.601 0.455 1.432
H 6.327 1.100 -0.192
H 3.953 0.495 -1.317
H 2.169 -0.323 2.343
H 8.752 -0.013 -0.214
H 9.923 -1.953 -1.162
H 8.698 -4.034 -1.635
H 5.103 -2.248 -0.156
H 3.441 -8.082 -2.475
H 1.078 -8.746 -2.596
H -0.682 -7.230 -1.789
H -0.469 -4.849 0.419
H -1.373 -5.050 -1.083
H 0.559 -2.569 0.824
H -0.121 -0.959 -2.940
H 2.300 -4.368 -0.681
O 1.624 0.660 -4.977
C 1.357 0.758 -3.788
N 1.098 0.850 -2.639
O 2.033 2.453 -0.780
*
```

* energy relative to the best compared isomer or geometry (same formula, charge and spin): 580.2 kJ/mol
* LUMO (spin up / spin down): 3.340 / 3.340 eV
* electronic energy: -97484.9563 eV

=====

No. 3
The following is a DFT calculation (wB97M-V/def2-TZVPD) of the molecule C4H8O2.

```
! RIJCOSX wB97M-V def2-TZVPD def2/J DEFGRID3
* xyz 0 1
C -2.050 -0.619 -0.419
C -0.718 -0.498 -1.135
O 0.360 0.029 -0.395
C 2.208 1.184 0.748
C 1.545 0.253 1.424
O 0.927 -0.770 0.735
H -2.327 0.328 0.054
H -2.019 -1.400 0.342
H -2.831 -0.875 -1.147
H -0.438 -1.416 -1.664
H -0.787 0.303 -1.888
H 2.434 2.151 1.169
H 2.399 1.019 -0.307
H 1.296 0.311 2.483
*
```

* energy relative to the best compared isomer or geometry (same formula, charge and spin): 477.7 kJ/mol
* SMILES: C=COOCC
* LUMO: 1.093 eV
* electronic energy: -8368.3303 eV